# 1
Entry from the OMol25 dataset: a structure of composition C12H27Br2F3FeO5P3 in a non-equilibrium geometry (ωB97M-V/def2-TZVPD).

Each line ends with the Mulliken charge.
Element x y z (Å)
Br -4.529 -1.836 0.155  -0.117
Br -2.116 -4.230 -2.948  -0.065
Fe 4.146 3.262 0.226  0.532
P 0.061 0.412 -0.519  0.459
P -0.691 1.284 1.484  0.198
P 0.815 0.098 -2.611  0.957
F -2.133 -3.667 -0.331  -0.290
F -4.620 -3.418 -1.905  -0.235
F -3.892 -1.543 -2.463  -0.228
O 1.816 1.329 -3.039  -0.597
O 1.579 -1.115 -2.792  -0.753
O 0.903 -0.899 0.126  -0.259
O 1.419 1.515 -0.325  -0.630
O -0.390 0.317 -3.679  -0.551
C -3.813 -2.449 -1.530  0.764
C -1.444 2.933 1.110  -0.557
C -2.096 0.433 2.267  -1.033
C -1.272 -1.896 -1.704  -1.344
C -0.080 -2.525 1.768  -1.802
C 3.207 0.937 1.319  0.371
C -2.346 -2.965 -1.441  0.127
C -0.498 3.945 0.494  -1.007
C -1.482 -0.675 -0.769  -0.500
C 4.193 -0.218 1.504  -1.368
C 2.691 1.003 -0.148  -1.174
C 0.879 -1.375 1.437  -0.095
H 1.318 2.162 -3.066  0.359
H 0.102 -3.347 1.092  0.358
H 2.379 0.911 2.009  0.093
H -1.052 4.848 0.275  0.425
H 0.209 -2.841 2.763  0.517
H 2.980 0.142 -0.737  0.347
H 3.792 -1.046 2.069  0.299
H 3.768 1.870 1.583  0.365
H -0.689 1.235 -3.560  0.405
H -1.726 -0.355 2.906  0.370
H -2.259 2.722 0.418  0.378
H 4.523 -0.600 0.547  0.375
H -2.282 -0.069 -1.181  0.729
H -0.145 3.592 -0.463  0.195
H -0.334 -2.393 -1.510  0.585
H -2.887 0.095 1.609  0.100
H 0.902 -0.700 2.303  0.378
H -1.122 -2.234 1.826  0.313
H 1.835 -1.880 1.563  0.234
H -1.826 -1.159 0.139  -0.269
H -2.561 1.139 2.950  0.525
H 3.361 1.788 -0.579  0.783
H -1.442 -1.661 -2.742  0.729
H 5.090 0.107 2.016  0.366
H -1.900 3.295 2.021  0.549
H -0.696 1.518 -1.058  0.441
H 0.351 4.202 1.115  0.248

Results
total charge	+1
HOMO energy (alpha / beta)	-0.4139 / -0.4340	Eh
expectation value of S²	6.023
multiplicity	5
E_tot	-8584.64389	hartree



# 2
Entry from the OMol25 dataset: a structure of composition C27H57N4O8TlV in a non-equilibrium geometry (ωB97M-V/def2-TZVPD).

Each line ends with the Mulliken charge.
Element x y z (Å)
Tl 27.767 21.648 11.977  1.080
V 26.624 21.566 17.819  1.653
O 26.540 20.070 18.401  -0.468
O 21.372 21.235 13.284  0.121
O 25.467 22.562 9.905  -0.079
O 23.668 21.395 14.999  -0.785
O 25.519 21.082 16.048  -0.350
O 25.502 21.223 13.872  -0.429
O 25.618 22.442 18.635  -0.450
O 27.695 18.485 11.837  -0.352
N 25.777 23.887 10.298  0.350
N 20.273 21.437 14.005  0.702
N 24.895 21.231 14.938  0.638
N 26.588 18.253 12.652  0.878
C 19.287 23.002 12.396  -1.461
C 26.451 24.588 9.203  1.407
C 18.574 22.975 14.828  -1.065
C 18.336 20.500 15.139  -0.976
C 24.200 17.713 12.766  -0.842
C 18.878 19.776 12.769  -1.505
C 26.937 17.362 13.765  1.310
C 26.883 25.962 9.689  -1.333
C 25.158 25.878 11.440  -1.663
C 24.354 23.636 12.263  -1.968
C 24.650 24.508 11.045  2.053
C 24.996 19.271 11.070  -1.936
C 27.712 23.836 8.784  -1.876
C 20.873 23.775 14.174  -1.570
C 25.567 16.885 10.791  -1.678
C 25.742 17.247 14.695  -1.018
C 28.085 18.027 14.540  -1.741
C 25.605 24.710 7.922  -1.570
C 25.408 18.006 11.840  2.011
C 24.469 16.802 13.988  -0.857
C 17.611 21.809 14.892  -0.773
C 23.357 24.634 10.212  -1.567
C 19.482 20.262 14.141  1.242
C 27.410 15.969 13.350  -1.645
C 20.395 19.108 14.629  -2.213
C 25.761 26.749 10.354  -0.691
C 19.736 22.778 13.850  1.338
H 28.460 23.733 9.578  0.258
H 20.970 19.412 15.506  0.466
H 28.244 17.541 15.501  0.472
H 23.351 25.500 9.557  0.407
H 23.833 22.718 11.985  0.550
H 22.137 21.420 13.913  0.436
H 23.590 16.865 14.626  0.446
H 29.019 17.935 13.984  0.405
H 26.106 16.029 11.180  0.337
H 19.619 19.832 11.966  0.301
H 16.825 21.962 15.635  0.463
H 28.137 15.951 12.535  0.330
H 18.641 20.305 16.167  0.445
H 23.736 18.639 13.118  -0.312
H 24.664 25.228 8.115  0.294
H 27.338 26.496 8.853  0.473
H 24.499 26.452 12.106  0.438
H 18.491 22.337 12.063  0.391
H 27.933 17.601 11.494  0.326
H 17.602 19.724 14.905  0.398
H 18.103 23.920 14.548  0.517
H 18.846 23.996 12.306  0.456
H 23.457 17.209 12.144  0.478
H 26.011 17.239 9.856  0.420
H 27.470 22.812 8.482  0.369
H 26.574 15.342 13.045  0.407
H 27.891 19.093 14.686  0.102
H 18.635 18.715 12.797  0.472
H 25.002 26.999 9.605  0.314
H 18.003 20.374 12.536  0.439
H 27.871 15.498 14.216  0.434
H 24.569 15.782 13.603  0.355
H 25.812 19.787 10.550  0.312
H 17.009 21.762 13.974  0.375
H 20.450 24.722 14.500  0.540
H 26.066 25.424 7.234  0.462
H 25.222 23.376 12.868  0.219
H 24.776 22.620 9.219  0.238
H 18.969 23.221 15.821  0.433
H 23.666 24.210 12.893  0.239
H 26.027 16.609 15.533  0.559
H 24.523 20.052 11.667  0.081
H 19.745 18.283 14.916  0.519
H 23.183 23.750 9.590  0.362
H 24.293 18.966 10.292  0.545
H 27.700 25.865 10.415  0.329
H 21.072 18.756 13.858  0.565
H 26.134 27.679 10.774  0.479
H 22.480 24.733 10.854  0.284
H 24.586 16.566 10.435  0.462
H 21.474 23.921 13.281  -0.021
H 25.527 18.228 15.133  -0.044
H 28.167 24.292 7.908  0.462
H 25.431 23.791 7.365  0.419
H 20.088 22.903 11.662  0.293
H 21.468 23.399 15.009  0.464
H 25.944 25.736 12.211  0.413

Results
energy above the lowest of the compared OMol25 structures with the same formula, charge and spin	0.0	kJ/mol
total charge	+3
HOMO energy	-0.5735	Eh
multiplicity	1
E_tot	-2999.02984	hartree



# 3
Entry from the OMol25 dataset: the molecule C9H11N3 in a non-equilibrium geometry (ωB97M-V/def2-TZVPD).

Each line ends with the Mulliken charge.
Element x y z (Å)
N -1.478 -1.437 0.663  -0.183
N -2.031 -3.236 -0.763  -0.525
N -0.461 -1.545 -1.461  -0.670
C 0.468 2.288 1.690  -1.450
C -1.188 -2.044 -0.508  0.269
C 0.775 1.399 0.575  0.535
C -0.749 -0.294 1.149  -0.806
C 1.706 1.838 -0.375  -0.606
C 0.276 -0.358 -1.064  0.205
C 1.236 0.135 -1.981  -0.199
C 0.058 0.343 0.178  0.883
C 1.981 1.159 -1.578  -0.660
H -0.587 2.575 1.506  0.320
H -2.117 -3.871 -0.041  0.220
H -1.524 0.336 1.654  0.340
H 0.483 1.692 2.604  0.300
H 1.526 -0.534 -2.858  0.317
H 2.181 2.830 -0.222  0.181
H -1.840 -3.728 -1.644  0.252
H -2.300 -1.759 1.200  0.290
H 2.588 1.618 -2.364  0.332
H 1.131 3.093 1.590  0.429
H -0.136 -0.501 2.050  0.225

Results
energy above the lowest of the compared OMol25 structures with the same formula, charge and spin	132.0	kJ/mol
SMILES	Cc1cccc2c1CNC(N)=N2
total charge	0
HOMO energy	-0.2745	Eh
multiplicity	1
E_tot	-513.78973	hartree